Model a:
Formula: CH2FNO2
Source: the Open Molecules 2025 dataset
Level of theory: the ωB97M-V functional and the def2-TZVPD basis

Element x y z (Å)
C (0.36, 0.97, -0.75)
N (0.59, -0.25, -0.88)
O (0.58, -1.27, -0.31)
O (-0.33, -1.33, 1.55)
F (-1.69, -1.06, 1.83)
H (-0.12, 1.37, 0.11)
H (0.60, 1.57, -1.55)

Output
- Frontier orbital gap (spin up / spin down): 9.75 / 8.06 eV
- Highest occupied orbital energy (spin up / spin down): -10.54 / -9.73 eV
- Molar mass: 79.03 g/mol


Model b:
Formula: CH2FNO2
Source: the Open Molecules 2025 dataset
Level of theory: the ωB97M-V functional and the def2-TZVPD basis

Element x y z (Å)
C (0.88, 1.45, 0.28)
N (1.79, 0.36, 0.16)
O (2.35, -0.03, 1.17)
O (1.78, -0.15, -0.92)
F (-0.33, 0.49, 1.12)
H (1.14, 2.01, 1.13)
H (0.34, 1.92, -0.67)

Output
- Frontier orbital gap: 10.55 eV
- Highest occupied orbital energy: -12.02 eV
- Molar mass: 79.03 g/mol


Least stable: model a


Model a:
Formula: C18H21N2
Source: the Open Molecules 2025 dataset
Level of theory: the ωB97M-V functional and the def2-TZVPD basis

Element x y z (Å)
C (-1.78, 0.97, 3.07)
C (-1.79, 0.44, 1.71)
N (-2.91, -0.14, 1.19)
C (-4.19, -0.18, 1.84)
C (-2.64, -0.60, -0.09)
C (-1.29, -0.31, -0.41)
C (-0.80, -0.67, -1.68)
C (-1.66, -1.35, -2.56)
C (-3.00, -1.62, -2.22)
C (-3.50, -1.27, -0.95)
C (-0.77, 0.30, 0.80)
C (0.57, 1.02, 1.00)
C (1.78, 0.42, 0.23)
C (1.83, -0.95, -0.08)
C (2.88, -1.47, -0.84)
C (3.91, -0.61, -1.28)
C (4.98, -1.09, -2.18)
C (3.90, 0.73, -0.87)
C (2.88, 1.23, -0.06)
H (-0.76, 1.20, 3.39)
H (-2.38, 1.89, 3.22)
H (-2.15, 0.24, 3.80)
H (-4.91, -0.64, 1.17)
H (-4.19, -0.75, 2.77)
H (-4.53, 0.83, 2.08)
H (0.26, -0.49, -1.90)
H (-1.23, -1.67, -3.54)
H (-3.63, -2.09, -2.98)
H (-4.54, -1.47, -0.68)
H (0.82, 1.03, 2.11)
H (1.03, -1.61, 0.25)
H (2.91, -2.54, -1.06)
H (5.71, -0.28, -2.37)
H (5.51, -1.96, -1.77)
H (4.55, -1.40, -3.15)
H (4.74, 1.39, -1.11)
H (2.97, 2.23, 0.36)
N (0.39, 2.50, 0.75)
H (1.20, 3.11, 0.96)
H (-0.35, 2.96, 1.32)
H (0.15, 2.68, -0.26)

Output
- Frontier orbital gap: 7.74 eV
- Highest occupied orbital energy: -10.93 eV
- Molar mass: 265.38 g/mol
- Net charge: +1


Model b:
Formula: C18H21N2
Source: the Open Molecules 2025 dataset
Level of theory: the ωB97M-V functional and the def2-TZVPD basis

Element x y z (Å)
C (-0.52, 0.02, 4.98)
N (-0.49, 0.63, 3.66)
C (0.61, 0.68, 2.87)
C (0.31, 1.36, 1.66)
C (1.18, 1.59, 0.61)
C (0.81, 2.14, -0.67)
C (-0.33, 1.67, -1.37)
C (-0.72, 2.26, -2.57)
C (-0.03, 3.36, -3.09)
C (-0.55, 4.06, -4.31)
C (1.16, 3.77, -2.46)
C (1.59, 3.16, -1.29)
C (-1.10, 1.78, 1.79)
C (-1.95, 2.59, 1.06)
C (-3.27, 2.79, 1.50)
C (-3.73, 2.21, 2.70)
C (-2.86, 1.45, 3.50)
C (-1.57, 1.27, 3.03)
H (-1.51, 0.13, 5.42)
H (-0.26, -1.05, 4.92)
H (0.23, 0.50, 5.63)
H (1.56, 0.24, 3.18)
H (2.23, 1.34, 0.77)
H (-0.91, 0.84, -0.96)
H (-1.61, 1.89, -3.10)
H (0.12, 4.87, -4.61)
H (-0.67, 3.36, -5.15)
H (-1.54, 4.49, -4.12)
H (1.73, 4.60, -2.89)
H (2.50, 3.48, -0.78)
H (-1.60, 3.07, 0.15)
H (-3.95, 3.39, 0.90)
H (-4.76, 2.38, 3.01)
H (-3.17, 1.02, 4.44)
C (5.29, 0.64, -0.27)
N (4.24, 0.93, 0.69)
H (6.12, 0.09, 0.20)
H (4.91, 0.01, -1.08)
H (5.69, 1.56, -0.70)
H (4.31, 1.91, 0.95)
H (4.38, 0.38, 1.53)

Output
- Frontier orbital gap: 6.88 eV
- Highest occupied orbital energy: -11.60 eV
- Molar mass: 265.38 g/mol
- Net charge: +1


Least stable: model b


Model a:
Formula: C3H4Cl2IN
Source: the Open Molecules 2025 dataset
Level of theory: the ωB97M-V functional and the def2-TZVPD basis

Element x y z (Å)
C (-1.35, 1.04, -0.44)
C (-1.27, 1.05, 1.00)
C (1.69, -1.33, 0.35)
N (-1.34, 0.82, -1.55)
Cl (3.06, -2.26, 0.50)
Cl (0.35, -2.40, 0.60)
I (1.55, -0.92, -2.45)
H (-0.55, 0.30, 1.39)
H (-0.73, 2.07, 1.14)
H (-2.23, 1.09, 1.52)
H (0.84, 0.54, -2.06)

Output
- Frontier orbital gap: 8.03 eV
- Highest occupied orbital energy: -8.87 eV
- Molar mass: 251.88 g/mol


Model b:
Formula: C3H4Cl2IN
Source: the Open Molecules 2025 dataset
Level of theory: the ωB97M-V functional and the def2-TZVPD basis

Element x y z (Å)
C (-0.43, -0.42, -0.57)
C (0.31, 0.59, 0.14)
C (-1.40, 0.06, -1.74)
N (-0.15, -1.61, -0.50)
Cl (-2.19, -1.24, -2.66)
Cl (-2.58, 1.02, -0.86)
I (-0.47, 1.52, -3.03)
H (0.26, 0.48, 1.24)
H (1.42, 0.63, -0.15)
H (-0.28, 1.57, -0.02)
H (-0.66, -2.15, -1.20)

Output
- Frontier orbital gap: 9.57 eV
- Highest occupied orbital energy: -9.94 eV
- Molar mass: 251.88 g/mol


Least stable: model a


Model a:
Formula: C5H11N
Source: the Open Molecules 2025 dataset
Level of theory: the ωB97M-V functional and the def2-TZVPD basis

Element x y z (Å)
C (0.39, -0.41, -2.57)
N (-0.43, -0.23, -1.39)
C (-0.17, 0.90, -0.57)
C (0.64, 0.55, 0.71)
C (-0.13, -0.48, 1.50)
C (-0.34, -0.36, 2.81)
H (0.17, 0.37, -3.31)
H (1.47, -0.39, -2.44)
H (0.07, -1.32, -3.09)
H (-1.16, -0.91, -1.39)
H (0.38, 1.54, -1.26)
H (-1.09, 1.41, -0.25)
H (1.62, 0.22, 0.37)
H (0.58, 1.44, 1.34)
H (-0.58, -1.25, 0.89)
H (0.21, 0.44, 3.27)
H (-0.99, -1.08, 3.29)

Output
- Frontier orbital gap (spin up / spin down): 2.41 / 8.14 eV
- Highest occupied orbital energy (spin up / spin down): 1.50 / -4.32 eV
- Expectation value of S²: 0.750
- 2S+1: 2
- Molar mass: 85.15 g/mol
- Net charge: -1


Model b:
Formula: C5H11N
Source: the Open Molecules 2025 dataset
Level of theory: the ωB97M-V functional and the def2-TZVPD basis

Element x y z (Å)
C (-0.88, -1.91, 2.14)
N (-0.92, -1.06, 1.06)
C (0.04, 0.05, 0.90)
C (0.94, 1.58, -2.61)
C (0.98, 0.92, -1.21)
C (-0.09, 0.69, -0.47)
H (-0.02, -2.78, 2.34)
H (-1.78, -2.56, 2.27)
H (-1.06, -1.35, 3.15)
H (-1.24, -1.66, 0.30)
H (-0.17, 0.78, 1.73)
H (1.10, -0.15, 0.99)
H (0.05, 2.12, -2.89)
H (1.37, 1.00, -3.52)
H (1.52, 2.51, -2.59)
H (1.97, 0.57, -1.02)
H (-1.19, 0.96, -0.72)

Output
- Frontier orbital gap (spin up / spin down): 2.19 / 9.11 eV
- Highest occupied orbital energy (spin up / spin down): 1.51 / -5.52 eV
- Expectation value of S²: 0.750
- 2S+1: 2
- Molar mass: 85.15 g/mol
- Net charge: -1


Least stable: model b


Model a:
Formula: C5H7N2P
Source: the Open Molecules 2025 dataset
Level of theory: the ωB97M-V functional and the def2-TZVPD basis

Element x y z (Å)
C (-1.49, -0.83, -0.84)
C (-2.78, -0.53, -0.31)
C (-0.71, -0.46, 0.29)
C (2.15, 1.01, 0.29)
C (2.96, -0.08, -0.53)
N (-1.29, 0.19, 1.29)
N (-2.60, 0.20, 0.83)
P (1.35, -0.63, 0.57)
H (-1.37, -1.35, -1.70)
H (-3.71, -0.59, -0.69)
H (2.72, 1.56, 1.02)
H (1.42, 1.68, -0.04)
H (2.89, -0.20, -1.57)
H (3.83, -0.60, 0.05)
H (-3.35, 0.63, 1.32)

Output
- Frontier orbital gap: 8.82 eV
- Highest occupied orbital energy: -8.07 eV
- Molar mass: 126.10 g/mol


Model b:
Formula: C5H7N2P
Source: the Open Molecules 2025 dataset
Level of theory: the ωB97M-V functional and the def2-TZVPD basis

Element x y z (Å)
C (-1.48, -1.36, 0.14)
C (-0.48, -0.36, 0.05)
C (1.64, 0.67, -0.87)
C (1.73, 0.43, 0.62)
C (0.93, -0.55, -0.24)
N (-2.69, -0.89, 0.07)
N (-0.96, 0.86, 0.08)
P (-2.63, 0.71, -0.02)
H (-1.12, -2.37, 0.16)
H (1.01, 1.47, -1.24)
H (2.52, 0.58, -1.53)
H (2.65, 0.33, 0.98)
H (0.96, 0.89, 1.24)
H (1.31, -1.49, -0.57)
H (-3.40, 1.08, 1.14)

Output
- Frontier orbital gap (spin up / spin down): 8.89 / 8.89 eV
- Highest occupied orbital energy (spin up / spin down): -9.12 / -9.12 eV
- Molar mass: 126.10 g/mol


Least stable: model a


Model a:
Formula: C5H17N2O3
Source: the Open Molecules 2025 dataset
Level of theory: the ωB97M-V functional and the def2-TZVPD basis

Element x y z (Å)
C (-1.46, -3.16, -0.50)
O (-1.52, -3.39, -1.86)
C (-1.61, -1.62, -0.28)
C (-0.84, -1.17, 1.04)
C (-0.39, 0.32, 1.08)
C (0.91, 0.60, 0.65)
N (1.43, 1.89, 0.34)
N (-1.21, 1.31, 1.40)
H (-0.30, -3.14, -0.45)
H (-1.91, -3.70, 0.30)
H (-2.26, -3.53, -2.32)
H (-1.13, -1.03, -1.10)
H (-2.66, -1.48, -0.27)
H (0.06, -1.73, 0.93)
H (-1.39, -1.40, 1.88)
H (1.62, -0.25, 0.46)
H (2.21, 1.75, -0.41)
H (0.79, 2.55, -0.05)
H (1.90, 2.34, 1.24)
H (-2.12, 1.15, 1.91)
H (-0.99, 2.31, 1.23)
H (4.47, -0.39, -0.06)
H (4.51, 1.02, -0.37)
O (3.91, 0.28, -0.22)
H (-1.45, 3.23, -1.62)
H (-0.03, 4.01, -1.68)
O (-0.52, 3.21, -1.27)

Output
- Frontier orbital gap: 8.63 eV
- Highest occupied orbital energy: -11.76 eV
- Molar mass: 153.20 g/mol
- Net charge: +1


Model b:
Formula: C5H17N2O3
Source: the Open Molecules 2025 dataset
Level of theory: the ωB97M-V functional and the def2-TZVPD basis

Element x y z (Å)
N (-0.35, -0.77, 1.53)
C (0.71, -0.97, 0.49)
C (0.11, -1.42, -0.83)
N (-0.90, -0.36, -1.22)
C (-2.10, -0.95, -1.81)
C (-0.22, 0.65, -2.02)
C (-0.61, 2.05, -1.50)
O (0.10, 2.56, -0.68)
H (0.09, 0.02, 2.07)
H (-0.59, -1.62, 2.01)
H (-1.24, -0.53, 1.07)
H (1.21, -0.01, 0.34)
H (1.43, -1.76, 0.72)
H (0.90, -1.47, -1.58)
H (-0.39, -2.39, -0.86)
H (-2.73, -0.15, -2.20)
H (-2.68, -1.45, -1.02)
H (-1.89, -1.74, -2.54)
H (-0.47, 0.62, -3.10)
H (0.85, 0.65, -1.90)
H (-1.59, 2.43, -1.83)
H (1.42, 2.26, 0.76)
H (2.80, 2.72, 1.17)
O (2.10, 2.12, 1.40)
H (2.06, -0.27, 3.55)
H (0.88, 0.04, 4.42)
O (1.09, -0.27, 3.54)

Output
- Frontier orbital gap: 9.84 eV
- Highest occupied orbital energy: -12.69 eV
- Molar mass: 153.20 g/mol
- Net charge: +1


Least stable: model a


Model a:
Formula: C19H25N3O4
Source: the Open Molecules 2025 dataset
Level of theory: the ωB97M-V functional and the def2-TZVPD basis

Element x y z (Å)
C (3.89, -1.40, -6.61)
C (3.43, -0.71, -5.33)
C (2.48, -1.57, -4.49)
C (1.12, -1.77, -5.15)
H (0.64, -0.80, -5.32)
H (1.25, -2.26, -6.12)
C (0.17, -2.64, -4.31)
N (-0.21, -2.01, -3.07)
C (-1.39, -1.36, -2.93)
O (-2.24, -1.33, -3.79)
C (-1.58, -0.69, -1.60)
C (-1.13, -1.26, -0.42)
C (-1.36, -0.62, 0.80)
C (-2.04, 0.60, 0.82)
C (-2.50, 1.16, -0.37)
C (-2.28, 0.52, -1.57)
H (-2.64, 0.92, -2.50)
H (-3.02, 2.10, -0.32)
C (-2.28, 1.28, 2.10)
O (-2.85, 2.34, 2.20)
N (-1.80, 0.62, 3.23)
C (-1.14, -0.59, 3.22)
O (-0.75, -1.14, 4.23)
N (-0.94, -1.16, 1.99)
H (-0.47, -2.05, 1.99)
C (-2.05, 1.24, 4.52)
H (-3.07, 1.63, 4.52)
H (-1.94, 0.48, 5.29)
C (-1.09, 2.41, 4.80)
O (-1.41, 2.99, 6.05)
C (-0.41, 2.63, 6.98)
H (-0.40, 3.38, 7.77)
H (-0.63, 1.65, 7.42)
C (0.89, 2.58, 6.17)
H (1.26, 3.59, 6.00)
H (1.66, 1.98, 6.65)
C (0.38, 1.96, 4.86)
H (0.44, 0.88, 4.91)
H (0.95, 2.31, 4.00)
H (-1.25, 3.19, 4.04)
H (-0.62, -2.22, -0.42)
H (0.50, -1.89, -2.37)
H (0.65, -3.60, -4.08)
H (-0.75, -2.81, -4.86)
H (2.94, -2.54, -4.30)
H (2.34, -1.07, -3.52)
H (2.93, 0.23, -5.58)
H (4.30, -0.47, -4.72)
H (3.06, -1.57, -7.29)
H (4.62, -0.79, -7.12)
H (4.35, -2.36, -6.38)

Output
- Frontier orbital gap: 9.00 eV
- Highest occupied orbital energy: -9.13 eV
- Molar mass: 359.43 g/mol


Model b:
Formula: C19H25N3O4
Source: the Open Molecules 2025 dataset
Level of theory: the ωB97M-V functional and the def2-TZVPD basis

Element x y z (Å)
C (3.34, 2.80, 2.37)
H (4.24, 2.90, 2.70)
O (3.30, 1.82, 1.14)
C (4.10, 2.35, 0.16)
C (3.77, 1.55, -1.02)
C (2.61, 1.67, -1.58)
N (1.55, 1.53, -0.51)
C (1.19, 0.29, -0.44)
O (1.69, -0.68, -0.98)
N (0.27, 0.07, 0.72)
C (-0.18, 1.10, 1.15)
C (-1.31, 1.07, 2.04)
C (-2.24, 2.19, 2.69)
C (-1.63, 3.29, 2.27)
C (-0.74, 3.62, 1.29)
C (0.04, 2.44, 0.96)
C (0.91, 2.67, -0.03)
O (1.43, 3.76, -0.41)
H (-0.40, 4.44, 0.91)
H (-2.11, 4.16, 2.79)
H (-2.87, 2.01, 3.32)
H (-1.54, -0.04, 2.53)
C (0.28, -1.33, 1.22)
H (0.16, -1.27, 2.44)
H (1.13, -1.75, 0.74)
C (-1.05, -2.06, 0.56)
O (-2.17, -2.15, 1.32)
N (-0.70, -2.38, -0.81)
H (0.19, -2.03, -0.93)
C (-1.74, -3.00, -1.51)
H (-1.16, -3.09, -2.65)
C (-3.07, -2.08, -1.84)
C (-3.99, -3.27, -2.36)
H (-4.18, -3.02, -3.36)
C (-3.43, -4.55, -1.95)
H (-4.01, -5.38, -1.61)
H (-3.15, -5.03, -3.05)
C (-2.10, -4.47, -0.90)
H (-1.40, -5.10, -1.16)
H (-2.33, -4.23, -0.03)
H (-5.04, -3.21, -1.76)
H (-3.14, -1.89, -0.61)
H (-2.87, -1.24, -2.34)
H (2.42, 0.96, -2.36)
H (2.63, 2.72, -2.17)
H (3.88, 0.30, -0.64)
H (4.65, 1.53, -1.65)
H (3.74, 3.33, -0.04)
H (5.23, 2.36, 0.36)
H (2.82, 2.52, 3.11)
H (2.96, 3.84, 1.92)

Output
- Frontier orbital gap: 7.88 eV
- Highest occupied orbital energy: -8.19 eV
- Molar mass: 359.43 g/mol


Least stable: model b